C49H47HoN7P2STe as an isolated structure in a non-equilibrium geometry. Source: the Open Molecules 2025 dataset; level of theory: ωB97M-V/def2-TZVPD.

XYZ file:
```
108
Properties=species:S:1:pos:R:3:forces:R:3:lowdin_spin:R:1
Ho -0.58162 0.31965 0.02630 -0.653 0.298 -0.248 4.04
C -4.11065 -0.60449 -0.88371 0.108 -0.007 -0.065 0.00
N -2.97624 -0.23689 -0.02803 0.251 -0.103 -0.209 -0.01
C -3.26241 -0.17547 1.23631 -0.099 0.105 -0.046 0.00
C -2.47552 0.50293 2.20072 -0.020 0.098 -0.151 0.00
C -2.66983 0.55429 3.57903 0.023 -0.084 0.318 0.00
C -1.74076 1.46944 4.07350 -0.039 -0.001 0.106 0.00
C -1.03077 1.94197 2.96772 -0.026 0.030 0.130 0.00
N -1.45522 1.37434 1.83117 -0.293 0.071 -0.163 -0.01
C -3.82899 -1.21075 -2.23919 0.046 0.118 0.052 0.00
C -4.86003 -1.22806 -3.17739 -0.072 0.029 -0.083 0.00
C -4.67346 -1.79296 -4.43129 -0.013 0.015 0.020 0.00
C -3.44392 -2.34763 -4.77361 0.037 0.002 0.017 0.00
C -2.41337 -2.33902 -3.84273 -0.048 -0.005 -0.032 0.00
C -2.61323 -1.77221 -2.58578 -0.232 -0.151 -0.203 0.00
H -4.67992 0.30880 -1.06168 -0.091 0.104 -0.015 0.00
H -4.77367 -1.27865 -0.33370 -0.041 -0.076 0.064 0.00
H -4.19894 -0.60592 1.59674 -0.022 -0.070 0.040 0.00
H -3.40430 -0.01431 4.13738 0.078 0.128 -0.062 0.00
H -1.59987 1.77354 5.10213 -0.031 -0.044 -0.139 0.00
H -0.24119 2.67514 2.95500 0.055 -0.023 -0.016 0.00
H -5.82395 -0.79300 -2.92290 0.107 -0.031 -0.032 0.00
H -5.49013 -1.79935 -5.14667 0.083 -0.004 0.085 0.00
H -3.29664 -2.79305 -5.75254 -0.014 0.054 0.121 0.00
H -1.45763 -2.79354 -4.09124 -0.087 0.038 0.038 0.00
H -1.83144 -1.80108 -1.85446 0.281 -0.100 0.268 0.00
Te 3.30633 -2.90977 1.11455 -0.009 0.364 0.088 0.00
C 5.07535 -2.34234 2.11651 -0.024 -0.027 -0.012 0.00
C 5.03563 -2.09632 3.48324 0.091 0.072 0.056 0.00
C 6.19976 -1.67196 4.11041 0.221 0.031 -0.186 0.00
N 7.36379 -1.48877 3.47201 -0.297 -0.096 -0.162 0.00
C 7.38462 -1.73973 2.15947 -0.053 0.037 0.290 0.00
C 6.27300 -2.16650 1.43941 0.065 -0.028 0.039 0.00
C 2.33770 -1.05430 1.48499 -0.522 -0.538 -0.593 0.00
P 0.69375 -1.12955 2.13116 0.759 -0.744 0.070 -0.01
C 0.87586 -1.91514 3.77402 -0.081 0.443 0.144 0.00
C 1.25214 -1.07978 4.82762 -0.034 -0.016 0.016 0.00
C 1.58791 -1.60955 6.06550 -0.005 0.004 -0.028 0.00
C 1.54617 -2.98508 6.26233 -0.002 -0.007 -0.029 0.00
C 1.16251 -3.82113 5.22209 -0.034 0.020 -0.050 0.00
C 0.82589 -3.29020 3.98023 0.078 -0.011 0.135 0.00
C -0.36342 -2.40575 1.29469 -0.131 0.064 -0.009 0.00
C -1.55352 -2.78000 1.94055 -0.070 -0.131 -0.106 0.00
C -2.39750 -3.72368 1.38286 0.009 0.018 0.036 0.00
C -2.07541 -4.31672 0.16119 -0.118 -0.003 0.037 0.00
C -0.91544 -3.95210 -0.49199 0.044 0.084 -0.168 0.00
C -0.07287 -2.98286 0.05680 -0.020 -0.026 0.095 0.00
P 2.15573 0.02137 0.04913 0.845 -0.039 0.762 -0.01
C 3.77612 0.13012 -0.77157 -0.158 -0.104 -0.230 0.00
C 4.84713 0.72717 -0.11748 0.151 0.004 0.025 0.00
C 6.09631 0.77117 -0.72378 0.005 0.012 0.034 0.00
C 6.28228 0.21368 -1.98284 -0.030 -0.004 -0.018 0.00
C 5.21815 -0.39692 -2.63725 -0.068 0.014 0.065 0.00
C 3.96720 -0.43143 -2.03193 0.115 -0.003 0.014 0.00
C 2.01080 1.69231 0.84332 -0.184 0.055 -0.164 0.00
C 1.46410 2.71926 0.07235 0.249 0.089 0.233 0.00
C 1.30055 3.99951 0.60269 0.082 -0.009 -0.058 0.00
C 1.71154 4.26253 1.89901 -0.009 -0.002 0.039 0.00
C 2.27653 3.24407 2.66850 0.000 0.023 0.012 0.00
C 2.40160 1.96382 2.15524 0.075 -0.004 0.084 0.00
H 4.11739 -2.22046 4.05171 0.102 0.015 -0.065 0.00
H 6.20147 -1.47077 5.17876 0.030 -0.009 -0.087 0.00
H 8.33590 -1.58470 1.65521 -0.079 -0.018 0.067 0.00
H 6.34742 -2.34489 0.37131 -0.009 0.042 0.098 0.00
H 1.28165 -0.00613 4.67166 0.014 -0.029 0.008 0.00
H 1.88154 -0.95167 6.87572 -0.025 -0.037 -0.053 0.00
H 1.81384 -3.40532 7.22538 -0.028 0.032 -0.067 0.00
H 1.13155 -4.89498 5.37182 0.007 0.087 -0.022 0.00
H 0.54231 -3.95566 3.17716 0.021 -0.027 -0.025 0.00
H -1.78516 -2.34777 2.90839 -0.026 -0.001 -0.051 0.00
H -3.30119 -4.01898 1.90699 0.082 0.023 -0.045 0.00
H -2.72998 -5.06421 -0.27279 0.048 0.039 0.053 0.00
H -0.65524 -4.42442 -1.43319 -0.001 0.044 0.046 0.00
H 0.85497 -2.74047 -0.44889 0.125 0.051 -0.010 0.00
H 4.71348 1.14311 0.87459 0.019 -0.002 -0.035 0.00
H 6.93025 1.23410 -0.20639 -0.086 -0.036 -0.041 0.00
H 7.25832 0.25320 -2.45505 -0.086 -0.016 0.052 0.00
H 5.36481 -0.84792 -3.61267 -0.022 0.042 0.074 0.00
H 3.13750 -0.91753 -2.53256 0.016 -0.002 -0.020 0.00
H 1.27839 2.53141 -0.97442 -0.198 0.017 -0.168 0.00
H 0.90970 4.79947 -0.01870 0.005 -0.065 0.025 0.00
H 1.60325 5.26025 2.31310 0.035 -0.104 -0.039 0.00
H 2.61374 3.45495 3.67801 -0.029 -0.013 -0.076 0.00
H 2.82716 1.16017 2.74845 -0.049 0.007 -0.016 0.00
N 0.86620 0.88248 -2.87404 0.167 0.111 0.148 0.00
N -0.05212 -0.17789 -2.56753 0.185 0.584 0.474 0.00
H 1.37907 0.71408 -3.72719 0.032 -0.155 -0.248 0.00
H 0.32389 1.72332 -2.99633 -0.178 0.223 -0.072 0.00
H 0.49328 -1.02479 -2.53341 0.177 -0.342 0.160 0.00
H -0.73468 -0.29552 -3.29886 -0.407 -0.097 -0.257 0.00
N -2.18308 4.90637 -0.85592 0.109 -0.027 0.061 0.00
C -2.44620 3.96142 -1.77475 -0.077 0.030 0.495 0.00
S -1.63420 2.48351 -1.66979 -0.223 -0.236 -0.672 0.00
N -3.35418 4.31152 -2.69116 -0.064 -0.416 -0.359 0.00
C -4.01629 3.63901 -3.77333 0.076 0.103 0.142 0.00
C -3.71786 2.37386 -4.26083 0.005 -0.034 0.043 0.00
C -4.45085 1.86916 -5.33227 0.029 0.010 0.047 0.00
C -5.46836 2.60318 -5.92019 0.028 -0.040 -0.019 0.00
C -5.76390 3.86499 -5.42319 -0.045 0.042 0.018 0.00
C -5.04429 4.37605 -4.35844 -0.035 0.119 0.004 0.00
H -1.56433 4.66335 -0.10290 0.046 0.001 0.075 0.00
H -2.68994 5.77420 -0.80232 -0.011 -0.008 0.013 0.00
H -3.71060 5.24364 -2.57218 -0.085 0.206 -0.032 0.00
H -2.93919 1.77787 -3.81616 0.046 0.001 0.029 0.00
H -4.21281 0.87885 -5.70162 0.003 0.046 0.023 0.00
H -6.02453 2.20112 -6.75976 0.052 0.027 0.095 0.00
H -6.56097 4.45482 -5.85992 0.064 -0.030 0.019 0.00
H -5.28375 5.36552 -3.97563 0.010 -0.087 -0.046 0.00
```
Positions in Å, forces in eV/Å.

Properties
multiplicity	5
net charge	+1
frontier orbital gap (alpha / beta)	6.628 / 6.695	eV